{
  "formula": "C5H8N2O",
  "method": "wB97M-V/def2-TZVPD",
  "symbols": ["H", "N", "C", "N", "C", "C", "C", "O", "C", "H", "H", "H", "H", "H", "H", "H"],
  "coordinates": [[-0.18429, 2.22558, 1.95394], [0.58580, 2.25017, 1.20224], [0.33814, 1.20304, 0.54380], [1.37983, 0.66980, -0.22667], [0.77746, 0.03560, -1.47070], [-0.47061, -0.53996, -0.76241], [-0.39795, -1.19762, 0.57893], [-1.56137, -1.87255, 0.91005], [-0.72612, 0.28504, 0.38844], [2.25293, 1.19512, -0.07511], [0.60287, 0.77745, -2.30609], [1.50757, -0.67817, -1.73043], [-1.28250, -0.92498, -1.35093], [0.55204, -1.45084, 1.17090], [-1.62079, -2.72655, 0.54451], [-1.75301, 0.74888, 0.62953]],
  "atomic_forces_ev_per_a": [[1.2, 1.0, -1.2], [-2.3, 0.1, 2.8], [4.0, -0.3, -1.0], [-0.5, 0.8, -0.6], [0.7, 1.2, 2.1], [1.1, -0.8, -2.7], [1.0, 0.7, 1.0], [-0.3, 1.2, 1.2], [-4.5, 1.1, 2.3], [-0.6, -0.4, -1.1], [-0.2, -0.9, 0.9], [0.5, -1.1, -1.0], [-0.2, 0.1, -0.3], [-1.4, 0.3, -1.2], [0.2, -1.6, -0.8], [1.5, -1.4, -0.3]],
  "lowdin_charge": [0.078, 0.120, -0.508, 0.026, -0.077, -0.181, -0.242, 0.010, -0.175, 0.139, 0.130, 0.088, 0.144, 0.182, 0.075, 0.189],
  "total_energy_ev": -10340.234,
  "smiles": "[H]/N=C1/NC[C@H]2[C@H](O)[C@@H]12",
  "molar_mass_g_mol": 112.1,
  "e_above_lowest_kj_mol": 240.5,
  "homo_lumo_gap_ev": 9.80
}

{
  "formula": "C5H7FO2",
  "method": "wB97M-V/def2-TZVPD",
  "symbols": ["F", "C", "C", "C", "C", "O", "C", "O", "H", "H", "H", "H", "H", "H", "H"],
  "coordinates": [[2.75030, -0.51016, -0.23460], [1.62193, -0.23331, 0.53794], [0.35057, -0.11446, -0.34996], [0.05681, 1.28051, -0.90201], [-0.63131, 0.78341, 0.35308], [-1.82348, 0.12333, 0.27818], [-1.41086, -1.21763, -0.08954], [-0.19941, -1.24853, -0.80461], [1.64603, -0.95452, 1.43007], [1.65246, 0.70484, 1.03394], [-0.44845, 1.25253, -1.78241], [0.69247, 2.14387, -0.77820], [-0.60141, 1.46912, 1.17279], [-1.41039, -1.75077, 0.80901], [-2.24525, -1.72822, -0.67369]],
  "atomic_forces_ev_per_a": [[-0.1, 0.3, 0.4], [-0.6, -1.5, -0.3], [5.0, 2.8, 3.9], [0.3, -0.9, 1.5], [0.0, 0.8, -1.2], [-0.8, -1.5, -1.6], [-3.9, -1.0, -1.4], [-2.0, 0.1, -0.3], [-0.6, 0.4, -1.6], [0.9, 1.2, 0.1], [-1.6, 0.0, -2.4], [0.5, -0.3, 0.1], [0.8, -0.3, 0.9], [0.9, -1.0, 1.7], [1.1, 1.0, 0.2]],
  "lowdin_charge": [-0.046, -0.101, -0.411, 0.050, -0.264, -0.018, -0.151, 0.060, 0.153, 0.096, 0.085, 0.120, 0.155, 0.113, 0.158],
  "total_energy_ev": -12107.699,
  "smiles": "FC[C@]12C[C@H]1OCO2",
  "molar_mass_g_mol": 118.1,
  "e_above_lowest_kj_mol": 220.0,
  "homo_lumo_gap_ev": 10.40
}

{
  "formula": "CF2O3S",
  "method": "wB97M-V/def2-TZVPD",
  "symbols": ["O", "C", "F", "S", "O", "O", "F"],
  "coordinates": [[-1.72139, 1.07798, -0.05683], [-1.09408, 0.07023, -0.03532], [-1.48877, -1.13571, 0.19573], [0.75905, 0.09602, 0.09333], [1.07232, -0.82456, 1.09585], [1.41588, 1.35863, 0.03465], [1.05698, -0.64259, -1.32740]],
  "atomic_forces_ev_per_a": [[0.4, -1.6, -0.4], [0.3, 2.8, 0.7], [-0.6, -0.7, -0.3], [1.5, 0.3, -2.1], [0.1, -1.1, 1.1], [-1.3, -0.6, -0.3], [-0.5, 0.7, 1.2]],
  "lowdin_charge": [0.194, -0.497, 0.178, 0.729, -0.215, -0.216, -0.173],
  "total_energy_ev": -23448.372,
  "smiles": "O=C(F)S(=O)(=O)F",
  "molar_mass_g_mol": 130.1,
  "e_above_lowest_kj_mol": 156.3,
  "homo_lumo_gap_ev": 11.86
}

{
  "formula": "C40H42Cl2F5N4PS7SeTi",
  "method": "wB97M-V/def2-TZVPD",
  "symbols": ["Ti", "C", "C", "N", "C", "S", "N", "N", "C", "C", "C", "C", "C", "C", "C", "N", "H", "H", "H", "H", "H", "H", "H", "H", "H", "H", "H", "H", "H", "Cl", "C", "C", "C", "C", "C", "Cl", "C", "S", "H", "H", "H", "C", "S", "C", "C", "S", "S", "C", "S", "S", "H", "H", "H", "C", "C", "C", "C", "P", "C", "C", "C", "C", "C", "C", "C", "C", "C", "C", "H", "H", "H", "H", "H", "H", "H", "H", "H", "H", "H", "H", "H", "H", "H", "H", "H", "H", "H", "H", "H", "H", "H", "F", "C", "C", "F", "C", "F", "C", "Se", "C", "F", "C", "F"],
  "coordinates": [[0.39084, 0.70445, 1.03480], [-3.83355, 3.62558, -2.50537], [-2.74969, 4.06845, -1.52464], [-2.82259, 3.31867, -0.28662], [-2.05537, 2.25065, 0.01308], [-0.58756, 1.94020, -0.87242], [-2.45782, 1.47192, 0.98920], [-1.54994, 0.53917, 1.33844], [-1.88020, -0.40318, 2.18979], [-3.20124, -0.42667, 2.88259], [-0.87822, -1.42006, 2.33002], [-1.00819, -2.56114, 3.13376], [-0.05209, -3.54055, 3.08002], [1.01221, -3.39301, 2.18497], [1.09251, -2.24709, 1.43685], [0.20172, -1.24762, 1.51493], [-3.69360, 4.10404, -3.47429], [-4.82227, 3.88520, -2.12417], [-3.78101, 2.54480, -2.63884], [-2.85620, 5.13050, -1.28823], [-1.76358, 3.89408, -1.95138], [-3.69570, 3.36305, 0.21871], [-3.85427, 0.28811, 2.38958], [-3.06665, -0.12250, 3.92384], [-3.64207, -1.42395, 2.85708], [-1.85290, -2.63834, 3.80199], [-0.12304, -4.42089, 3.70365], [1.77328, -4.15306, 2.08829], [1.89711, -2.11476, 0.72894], [2.50424, 0.38165, 2.38707], [3.67315, -0.46047, 1.43510], [4.69165, -1.16251, 2.05036], [5.63856, -1.80213, 1.26807], [5.60093, -1.66640, -0.11111], [4.57596, -0.95815, -0.71298], [4.61010, -0.74864, -2.42682], [3.53057, -0.39603, 0.04166], [2.10534, 0.26326, -0.69281], [4.73945, -1.19969, 3.13036], [6.42158, -2.38628, 1.73019], [6.36852, -2.10888, -0.73040], [1.41269, 3.73064, 5.83704], [2.69111, 2.68815, 5.07502], [2.36983, 1.16470, 5.87506], [1.35304, 0.29603, 5.62639], [0.04752, 0.38098, 4.52749], [1.39293, -1.14460, 6.66726], [2.79966, -0.76393, 7.60786], [3.37417, -1.71909, 8.81743], [3.51003, 0.73769, 7.14785], [1.51717, 4.71143, 5.37731], [1.57556, 3.78130, 6.91129], [0.43805, 3.31122, 5.59616], [0.19691, -4.53087, -1.94482], [0.42055, -3.26152, -2.76911], [1.89499, -2.88110, -2.64543], [0.12048, -3.53586, -4.24377], [-0.54125, -1.77326, -2.02963], [-0.58025, -0.74219, -3.57157], [0.51604, 0.10077, -3.76764], [0.63174, 0.89643, -4.89679], [-0.36143, 0.88355, -5.86225], [-1.46692, 0.06857, -5.67814], [-1.57391, -0.73250, -4.55040], [-2.35760, -2.32977, -1.76327], [-2.37786, -3.03412, -0.40047], [-3.12191, -1.00801, -1.61713], [-3.05634, -3.25992, -2.75814], [0.92113, -5.28921, -2.25598], [-0.79863, -4.94903, -2.08861], [0.34755, -4.34037, -0.87986], [2.52664, -3.68285, -3.04032], [2.16681, -2.71084, -1.60317], [2.11170, -1.97645, -3.20699], [0.64271, -4.44615, -4.55596], [0.47374, -2.71667, -4.86874], [-0.94395, -3.67509, -4.43262], [1.28853, 0.14543, -3.01745], [1.50040, 1.53221, -5.01247], [-0.28098, 1.51088, -6.74104], [-2.25321, 0.05107, -6.42361], [-2.45407, -1.34749, -4.45890], [-1.82875, -2.45930, 0.33892], [-1.93974, -4.03039, -0.45452], [-3.41013, -3.13822, -0.05173], [-2.61897, -0.37311, -0.88773], [-4.14404, -1.18485, -1.26914], [-3.16506, -0.45524, -2.55448], [-2.49269, -4.18025, -2.90105], [-3.22410, -2.80897, -3.73214], [-4.03641, -3.52737, -2.35113], [0.99490, 7.39563, -1.11668], [0.76575, 6.36918, -0.28594], [1.57976, 5.24798, -0.31595], [2.60319, 5.18030, -1.17391], [1.31517, 4.21539, 0.55482], [2.09639, 3.12735, 0.53576], [0.26653, 4.22747, 1.47455], [0.02448, 2.73478, 2.63997], [-0.52182, 5.37288, 1.48059], [-1.55498, 5.45771, 2.32927], [-0.28924, 6.42037, 0.60751], [-1.09352, 7.49676, 0.60789]],
  "atomic_forces_ev_per_a": [[2.4, 1.7, -0.6], [0.2, 0.0, 0.1], [-0.1, -0.1, 0.0], [-0.1, -0.2, 0.0], [0.6, -0.2, -0.2], [0.0, 0.0, 0.0], [-0.9, 0.0, 0.3], [-1.9, -0.9, 0.2], [-0.8, 1.4, -0.5], [0.2, 0.0, 0.0], [1.1, -0.9, -0.2], [-0.4, 0.4, -0.1], [0.3, 0.0, -0.3], [-0.2, -0.2, 0.3], [0.1, 0.1, -0.2], [-1.0, -2.1, 0.8], [-0.1, 0.0, 0.0], [-0.1, 0.0, 0.0], [0.0, 0.0, -0.1], [0.1, 0.0, -0.1], [0.0, 0.1, 0.0], [0.1, 0.0, 0.1], [0.0, -0.1, 0.1], [0.0, -0.1, 0.0], [0.0, 0.0, 0.0], [0.0, 0.0, 0.0], [0.0, 0.0, 0.0], [0.0, 0.0, 0.0], [0.0, 0.1, 0.0], [0.5, 0.2, 0.7], [0.3, -0.2, -0.6], [-0.1, 0.1, 0.2], [0.1, 0.0, 0.0], [0.0, 0.0, 0.0], [-0.1, 0.0, 0.4], [0.0, 0.0, -0.2], [0.0, 0.1, 0.1], [0.0, 0.2, -0.3], [0.0, 0.0, 0.0], [0.0, 0.0, 0.0], [0.0, 0.0, 0.0], [0.2, -0.3, -0.2], [-0.1, 0.0, 0.1], [0.1, -0.1, 0.1], [0.3, -0.1, 0.3], [-0.2, -0.1, 0.2], [0.2, 0.4, -0.1], [-0.1, 0.2, -0.1], [0.1, -0.2, 0.2], [-0.4, -0.3, -0.1], [-0.1, 0.1, 0.0], [-0.1, 0.1, 0.0], [0.0, 0.1, 0.0], [0.0, 0.1, 0.0], [-0.2, 0.1, 0.0], [-0.1, 0.0, 0.0], [0.0, -0.1, 0.1], [-0.4, -0.6, -0.6], [0.0, 0.1, 0.2], [-0.1, -0.1, 0.0], [0.0, 0.0, -0.1], [0.0, 0.0, 0.0], [-0.1, 0.0, -0.1], [0.0, 0.0, -0.1], [0.2, 0.1, -0.1], [0.0, 0.0, -0.1], [0.1, 0.0, 0.0], [0.1, 0.1, 0.0], [0.0, 0.0, 0.0], [0.0, 0.0, 0.0], [0.0, 0.0, 0.0], [0.0, 0.0, 0.0], [0.1, 0.1, 0.0], [0.1, 0.1, 0.0], [0.0, 0.0, 0.0], [0.0, 0.0, 0.0], [0.0, 0.0, 0.0], [0.1, 0.0, 0.1], [0.0, 0.0, 0.0], [0.0, 0.0, 0.0], [0.0, 0.0, 0.0], [0.0, 0.0, 0.0], [0.0, 0.0, 0.1], [0.0, 0.0, 0.1], [0.0, 0.0, 0.0], [-0.1, 0.1, 0.0], [0.0, -0.1, 0.0], [-0.1, 0.0, 0.0], [-0.1, 0.0, 0.0], [0.0, -0.1, 0.0], [0.0, 0.0, 0.0], [0.0, 0.0, 0.0], [0.0, -0.1, 0.0], [0.0, 0.0, 0.1], [0.0, 0.1, -0.1], [-0.3, -0.1, 0.5], [0.3, 0.2, -0.3], [0.1, 0.3, -0.5], [0.1, 0.7, 0.3], [0.2, -0.5, 0.0], [-0.1, 0.2, -0.1], [-0.1, 0.1, 0.0], [0.0, 0.1, 0.0]],
  "lowdin_charge": [0.254, -0.080, -0.269, 0.007, -0.752, 0.700, -0.007, -0.194, -0.323, -0.002, -0.323, -0.024, -0.033, -0.031, -0.143, -0.053, 0.071, 0.069, 0.068, 0.114, 0.068, 0.144, 0.070, 0.089, 0.082, 0.119, 0.114, 0.112, 0.085, 0.805, -0.617, -0.094, -0.092, -0.121, -0.678, 0.696, -0.684, 0.622, 0.114, 0.101, 0.099, -0.393, 0.744, -1.029, -1.139, 0.508, 0.864, -1.543, 0.454, 0.870, 0.030, 0.033, 0.001, -0.102, -0.681, -0.139, -0.089, 1.172, -0.361, -0.144, -0.074, -0.098, -0.090, -0.108, -0.674, -0.105, -0.103, -0.089, 0.083, 0.058, 0.067, 0.089, 0.054, 0.038, 0.083, 0.078, 0.065, 0.005, 0.106, 0.096, 0.097, 0.071, 0.044, 0.065, 0.088, 0.040, 0.089, 0.063, 0.057, 0.055, 0.084, 0.103, -0.146, -0.149, 0.113, -0.294, 0.000, -0.466, 0.712, -0.256, 0.073, -0.155, 0.095],
  "multiplicity": 2,
  "total_energy_ev": -260356.025,
  "charge": -1,
  "s2": 0.76,
  "molar_mass_g_mol": 1127.0,
  "e_above_lowest_kj_mol": 92.8,
  "homo_lumo_gap_ev": [5.67, 5.49]
}